# C45H77F5N9O3PSi

A cluster of 8 separate species, C45H77F5N9O3PSi in total (ωB97M-V with the def2-TZVPD basis set, the OMol25 dataset).

```
141
Properties=species:S:1:pos:R:3:forces:R:3:mulliken_charge:R:1
C 1.25795 2.05810 0.19430 -0.5132 0.4099 1.2036 -0.204
Si 1.03475 2.76929 -1.61591 1.2058 1.0238 0.9113 -0.377
C 2.14266 4.39527 -1.62099 -0.4572 1.1263 -0.1865 -0.583
C 1.74501 1.65704 -2.99668 0.5927 -0.7696 -0.7362 -0.258
C 0.98070 0.24480 -3.27933 1.3185 -1.0371 -0.6118 -0.521
C 0.96276 -0.82088 -2.03163 -0.4566 -1.1080 -0.5140 0.809
F 1.09714 -2.18734 -2.66423 -0.1038 3.1791 1.7562 -0.399
F 2.10179 -0.70894 -1.09242 -2.9583 -0.2689 -2.3607 -0.325
C -0.52303 -0.82120 -1.31604 -0.7209 0.0119 -0.9595 0.173
O -0.69051 -1.81878 -0.24886 -1.1221 1.9545 -0.1633 -0.439
C -1.82276 -1.46520 0.65386 -0.5897 -0.2137 1.2853 -0.029
C -3.19609 -1.03596 -0.13169 -0.4585 -0.1324 -0.4260 -0.388
C -4.54146 -0.97404 0.80893 -0.8517 0.0397 -0.7050 -0.563
C -5.82007 -0.52332 -0.17009 0.4952 1.0305 1.7089 0.699
F -7.00026 -0.40875 0.76326 3.0331 -0.5775 -3.6278 -0.274
F -5.57703 0.88524 -0.64889 -1.1514 -4.6465 0.8377 -0.226
F -6.04560 -1.45781 -1.29618 0.1283 3.3690 3.4283 -0.225
C -1.24918 -0.34101 1.70818 -0.3348 -0.2288 -0.2119 0.661
O 0.02260 -0.80723 2.28476 -0.6741 0.9867 -1.8221 -0.553
N -2.18247 -0.07946 2.89824 0.9255 0.7524 -0.0981 -0.439
P -2.15657 1.73254 3.05601 1.8395 1.2275 -1.5145 0.393
N -2.61225 2.22700 4.72450 -0.1143 0.5277 -1.2944 -0.747
O -3.32771 2.40543 1.90188 1.2035 -1.0765 0.5604 -0.545
C -0.76636 3.38520 -1.84727 -5.6112 2.2626 -0.2605 0.807
C -1.96915 2.68145 -2.70080 -1.0975 3.1479 1.6147 -0.060
C -3.49805 3.32601 -2.85221 2.9367 2.0909 2.3847 -0.585
C -3.86265 4.76421 -2.08146 3.8968 -2.5094 0.0049 0.041
C -2.67441 5.48725 -1.17065 0.4402 -3.4797 -2.0381 -0.376
C -1.16300 4.81157 -1.06830 -3.1222 -1.2447 -1.7394 -0.382
H 0.81686 0.98404 0.32937 1.2117 2.0123 -0.1238 -0.380
H 2.38047 2.16690 0.55633 -2.2846 -0.5778 -0.8476 0.374
H 0.62626 2.76240 0.92261 1.2637 -1.4694 -1.5064 0.129
H 1.97520 5.02360 -0.61968 0.6085 -1.4291 -2.0721 0.200
H 3.27200 4.15858 -1.82721 -2.2483 0.5665 0.5295 -0.135
H 1.71578 5.08126 -2.48528 1.0665 -1.2888 1.6106 0.291
H 2.87223 1.40242 -2.70139 -2.4083 0.5991 -0.6074 0.254
H 1.80854 2.30462 -3.99061 -0.2299 -1.5380 1.9607 0.307
H 1.59416 -0.29528 -4.15091 -1.5371 1.0848 2.1031 0.026
H -0.11647 0.32704 -3.67847 2.0980 0.0031 0.8993 0.242
H -1.29180 -1.12756 -2.17649 1.8957 0.7297 1.5091 0.182
H -0.85980 0.27911 -0.99710 1.1262 -2.2717 -0.5501 -0.198
H -2.09650 -2.43649 1.29173 0.9095 1.9949 -1.5109 0.305
H -3.40625 -1.87070 -0.95282 0.5595 1.8036 1.6717 0.354
H -3.12455 0.01126 -0.68354 0.0290 -2.1539 1.1857 0.103
H -4.83166 -2.02498 1.29142 0.6709 2.3204 -1.1828 0.329
H -4.50998 -0.16094 1.65844 0.0467 -1.6467 -1.8864 0.143
H -1.18717 0.67236 1.12336 0.3832 -1.6763 0.9158 -0.472
H 0.78032 -0.76351 1.63091 -1.5853 -0.0039 0.7220 0.378
H -1.64474 -0.38983 3.75782 -0.8092 0.0995 -1.1022 0.530
H -1.68526 2.51928 5.15723 -1.5468 -0.4896 -0.9223 0.362
H -3.17153 3.10770 4.59987 0.5491 -1.0892 0.3474 0.302
H -2.85053 2.62249 1.02685 -0.7295 -0.4761 2.1744 0.357
H -1.77564 1.66378 -3.24181 -0.3549 2.1816 1.0875 0.141
H -4.29964 2.75373 -3.51917 1.9345 1.4567 1.6834 0.275
H -4.95154 5.21240 -2.21657 2.8268 -1.0235 0.3798 0.029
H -2.96952 6.48728 -0.60703 0.9296 -2.3532 -1.3226 0.206
H -0.35725 5.36929 -0.39960 -1.9038 -1.3480 -1.6482 0.073
C 3.41295 -3.80899 5.01133 -0.0994 -0.2071 0.2441 -1.066
C 2.23284 -4.72743 4.71005 0.3067 0.0376 0.1706 -0.007
C 1.19654 -4.08159 3.78821 -0.3913 0.8027 0.7041 -0.407
C 0.63374 -2.83144 4.44455 -3.3863 7.0642 3.5373 0.270
N 0.16684 -1.79436 4.98896 3.7304 -8.3765 -4.1357 -0.634
H 3.09679 -2.90539 5.54211 -0.0101 -0.0507 -0.1198 0.274
H 4.14035 -4.32164 5.64870 -0.2701 0.1468 -0.2505 0.468
H 3.92094 -3.50729 4.08822 -0.0532 -0.0373 0.0927 0.072
H 1.75951 -5.01834 5.65585 0.0210 0.0328 -0.2420 -0.174
H 2.60673 -5.64449 4.24165 -0.1978 0.0714 0.0181 0.463
H 0.37929 -4.78359 3.59191 -0.0187 0.2803 0.0105 0.430
H 1.65033 -3.81186 2.82843 -0.1499 0.1353 0.1375 0.261
C 8.00515 -0.88909 4.24405 0.0561 0.1238 0.0412 -1.127
C 8.10253 -2.12273 3.35209 0.2997 0.2613 0.1282 -0.495
C 6.83201 -2.97485 3.37449 0.0527 -0.3639 1.0639 -0.277
C 6.56771 -3.46553 4.78862 -1.5426 -2.8907 7.8841 0.359
N 6.34841 -3.87260 5.96169 2.0798 3.3214 -9.3476 -0.591
H 7.87356 -1.16039 5.29631 -0.0515 -0.0046 -0.1489 0.361
H 8.92278 -0.29642 4.17433 -0.1472 -0.0502 -0.0137 0.325
H 7.16455 -0.25316 3.94370 0.1049 -0.0671 0.0713 0.294
H 8.96064 -2.72572 3.67342 -0.1879 0.0018 -0.1224 0.294
H 8.30103 -1.80271 2.32331 -0.0982 -0.1668 0.0658 0.309
H 6.94687 -3.83776 2.71008 -0.1412 0.0151 0.2430 0.354
H 5.97162 -2.39196 3.02832 0.0326 -0.1196 0.1924 0.268
C 0.30153 -6.60007 7.91515 -0.0577 0.1304 0.0427 -0.739
C -0.12101 -8.05780 8.06827 -0.2294 0.3459 -0.0449 -0.482
C 1.03961 -9.03662 7.87934 0.1813 0.1676 -1.0754 -0.389
C 1.61826 -8.88341 6.48217 3.4618 0.6324 -7.7660 0.292
N 2.09832 -8.75636 5.32316 -3.8718 -0.9448 9.2097 -0.493
H 0.67699 -6.39160 6.90831 -0.0131 -0.1168 0.1545 -0.050
H -0.55234 -5.93697 8.08653 0.1481 -0.0722 0.0117 0.353
H 1.08502 -6.34087 8.63638 -0.0917 0.0028 -0.1189 0.338
H -0.91333 -8.27547 7.34159 0.1454 -0.0916 0.1408 0.294
H -0.55095 -8.20032 9.06579 0.0984 -0.1266 -0.1228 0.306
H 0.68863 -10.06539 8.01232 0.1991 0.0993 -0.1770 0.297
H 1.82611 -8.84805 8.61807 0.0031 -0.0150 -0.2439 0.287
C 7.02658 6.18708 -1.53575 0.0004 0.1376 -0.0197 -1.120
C 7.03445 5.00551 -0.57097 -0.1123 0.4104 0.0703 -0.434
C 7.20337 3.66005 -1.27950 -0.9671 -0.0137 -0.5267 -0.358
C 6.05083 3.44034 -2.24582 -6.2698 -1.5393 -5.4887 0.339
N 5.09477 3.25803 -3.04746 7.6476 1.4485 6.3564 -0.558
H 6.18392 6.13456 -2.23241 0.1209 -0.0586 0.0606 0.342
H 6.93280 7.12767 -0.98379 0.0572 -0.1291 -0.0906 0.323
H 7.95429 6.22423 -2.11814 -0.1330 0.0189 0.0550 0.308
H 6.09911 5.00942 0.00202 0.1708 -0.1200 -0.0554 0.288
H 7.85198 5.13772 0.14623 -0.0871 -0.1738 -0.0709 0.315
H 7.21652 2.84792 -0.54499 -0.1125 -0.0027 -0.2625 0.263
H 8.14824 3.63259 -1.83297 -0.2319 -0.0440 -0.0700 0.317
C 4.85177 -0.94390 -7.63551 0.1212 0.0645 0.0010 -1.065
C 4.05882 -2.23280 -7.44334 0.3854 0.1123 0.1590 -0.446
C 2.60188 -2.10767 -7.89336 -0.3461 0.6956 0.7756 -0.348
C 1.90450 -1.02858 -7.08119 -4.1754 5.9672 4.3563 0.362
N 1.32593 -0.13343 -6.40748 4.6560 -7.0981 -5.5060 -0.577
H 4.44601 -0.12582 -7.03197 -0.0135 -0.1011 -0.1052 0.314
H 5.89229 -1.08852 -7.32800 -0.1353 0.0234 -0.0880 0.313
H 4.84661 -0.63310 -8.68651 0.0139 -0.0081 0.1449 0.294
H 4.09810 -2.51879 -6.38510 -0.1069 -0.0378 -0.1929 0.290
H 4.54160 -3.03523 -8.01189 -0.2019 0.0251 0.0505 0.313
H 2.08097 -3.05995 -7.74829 -0.1064 0.2704 0.0345 0.279
H 2.54838 -1.84993 -8.95664 -0.1037 0.1064 0.2013 0.290
C -7.49847 -2.38304 -4.59961 -0.0104 0.1403 0.0179 -1.021
C -7.92101 -3.84076 -4.44649 -0.2366 0.3530 -0.0329 -0.454
C -6.76039 -4.81958 -4.63542 0.1751 0.1769 -1.0815 -0.299
C -6.18174 -4.66637 -6.03259 3.4681 0.6222 -7.7756 0.225
N -5.70168 -4.53932 -7.19160 -3.8680 -0.9784 9.2303 -0.463
H -7.12301 -2.17456 -5.60645 0.0037 -0.0876 0.1205 0.381
H -8.35234 -1.71993 -4.42823 0.1452 -0.0802 0.0288 0.315
H -6.71498 -2.12384 -3.87838 -0.1161 0.0008 -0.1043 0.196
H -8.71333 -4.05843 -5.17317 0.1472 -0.0967 0.1358 0.298
H -8.35095 -3.98329 -3.44897 0.1025 -0.1229 -0.1162 0.305
H -7.11137 -5.84835 -4.50244 0.1987 0.0982 -0.1750 0.289
H -5.97389 -4.63101 -3.89669 -0.0007 -0.0104 -0.2362 0.242
C -7.41153 9.60622 -0.30570 -0.0350 0.1356 0.0099 -1.140
C -7.83408 8.14850 -0.15258 -0.2417 0.3553 -0.0424 -0.491
C -6.67345 7.16968 -0.34151 0.1786 0.1637 -1.0680 -0.223
C -6.09481 7.32289 -1.73868 3.3405 0.7813 -7.7042 0.245
N -5.61474 7.44994 -2.89769 -3.9064 -0.9000 9.1874 -0.535
H -7.03608 9.81470 -1.31254 0.0087 -0.0786 0.1296 0.365
H -8.26540 10.26933 -0.13432 0.1427 -0.0817 0.0187 0.329
H -6.62804 9.86542 0.41553 -0.0961 -0.0035 -0.1080 0.290
H -8.62639 7.93083 -0.87926 0.1502 -0.0911 0.1422 0.297
H -8.26401 8.00597 0.84494 0.1035 -0.1372 -0.1254 0.329
H -7.02443 6.14091 -0.20853 0.2097 0.0810 -0.1662 0.335
H -5.88695 7.35825 0.39722 0.0050 -0.0292 -0.2316 0.308
```
Positions in Å, forces in eV/Å.

Properties
Energy in eV: -98202.564
SMILES: C[Si](C)(CCC(F)(F)CO[C@H](CCC(F)(F)F)[C@H](O)NP(N)O)c1ccccc1.CCCC#N.CCCC#N.CCCC#N.CCCC#N.CCCC#N.CCCC#N.CCCC#N
ΔE to the lowest compared entry with this formula, charge and spin in eV: 20.530
HOMO-LUMO gap in eV: 7.8
HOMO level in eV: -7.64
Multiplicity: 1